No. 1
The molecule C24H21N3O3S, computed with ωB97M-V with the def2-TZVPD basis set.

Structure (XYZ):
```
52
C24H21N3O3S, DFT ωB97M-V with the def2-TZVPD basis set
H -3.858 -1.583 -0.944
H -3.133 -3.113 -1.534
C 0.275 1.225 -0.388
H 2.349 0.545 2.189
H -0.747 -2.061 2.002
H -1.120 -1.628 -5.382
C 2.729 0.864 -2.991
H -1.491 3.153 3.555
C -1.557 -1.216 -4.494
H 1.185 0.455 -4.491
O -1.936 -2.082 -3.540
H 1.839 4.040 -0.248
C 2.367 -0.818 -1.445
C -0.464 -0.517 4.035
O -2.822 -0.089 0.656
H 3.007 2.893 1.642
C -1.199 2.122 3.694
C -2.462 -1.357 -2.529
H -1.521 1.621 1.644
N -1.975 -1.987 -0.224
C -2.944 -2.064 -1.303
C 1.127 -1.943 0.416
C -0.783 -1.033 1.617
C 0.889 0.478 0.616
O 0.656 -3.063 0.525
C 1.880 1.084 1.378
C -0.451 0.348 5.115
H 2.861 -2.682 -0.529
S 1.161 -1.129 -2.653
C -1.977 -0.957 0.643
N 0.623 2.463 -0.673
H -1.217 -2.658 -0.204
H -0.177 -1.550 4.171
C 2.241 2.387 1.076
H 3.205 1.733 -3.407
H -0.523 0.802 -0.985
N 0.475 -0.852 0.876
C -0.817 1.672 4.945
H 3.166 -1.249 0.472
C 3.120 0.266 -1.771
C -1.826 0.063 -4.117
H 3.925 0.634 -1.159
H -0.808 2.348 5.787
C 1.588 3.026 0.033
C 2.476 -1.698 -0.246
H -1.637 0.957 -4.675
C -2.416 -0.027 -2.833
H -2.769 0.777 -2.221
C -1.208 1.261 2.610
C -0.841 -0.069 2.774
C 1.688 0.224 -3.574
H -0.156 -0.014 6.089
```

Summary:
LUMO   0.664 eV
Energy above the lowest of the compared OMol25 structures with the same formula, charge and spin   0.0 kcal per mole
SMILES   O=C(NCc1ccco1)[C@H](c1ccccc1)N(C(=O)Cc1cccs1)c1cccnc1
E_tot   -1715.35857 a.u.

=====

No. 2
A structure of composition C24H21N4O8RhS3 in a non-equilibrium geometry, computed with ωB97M-V with the def2-TZVPD basis set.

Structure (XYZ):
```
61
C24H21N4O8RhS3, DFT ωB97M-V with the def2-TZVPD basis set
C -1.494 -1.237 -0.445
H -3.691 -0.108 1.868
C -1.319 -5.304 -1.030
S 1.700 0.924 2.338
O 1.324 4.249 -0.702
N -0.715 0.731 0.624
C -1.966 -6.478 -0.681
S 1.907 4.935 0.442
O 0.625 -1.870 -2.392
O -2.829 4.451 1.783
H -1.872 1.596 2.083
N -1.369 -2.306 -1.348
H 0.577 9.504 1.318
H -3.415 -1.949 0.211
O 2.397 1.386 -0.477
C 4.562 0.705 -0.371
S -1.467 4.214 1.349
C 3.206 0.597 1.569
H -0.980 -4.629 -0.255
C -3.052 -8.683 -1.235
O 3.061 5.744 0.128
H -3.334 -9.268 -2.109
C -0.542 -0.239 -0.275
H -2.606 6.665 1.713
H -2.136 -2.957 -1.350
N 3.373 0.897 0.245
H 2.113 7.634 0.790
C 5.629 0.149 0.278
C -2.363 -7.407 -1.637
H 4.137 -0.231 3.287
C 5.485 -0.217 1.617
H 4.561 1.028 -1.401
C 4.284 0.015 2.244
H -1.283 -5.721 -4.382
N -0.413 -3.842 -2.792
O -0.658 3.493 2.342
H -2.146 -6.682 0.368
H 0.246 -3.931 -3.548
O -1.357 3.570 0.040
C -0.710 5.849 1.232
C 1.072 7.443 1.006
C -1.073 -5.011 -2.373
C 0.638 6.124 0.962
H -2.403 -9.302 -0.612
C -1.809 0.778 1.379
C -1.573 6.903 1.505
H -2.380 -7.823 -3.739
C 0.205 8.487 1.293
C -1.130 8.217 1.532
H -1.828 9.016 1.748
H 6.308 -0.662 2.160
C -1.465 -5.937 -3.337
C -2.088 -7.118 -2.969
C -2.805 -0.174 1.253
C -2.649 -1.190 0.333
Rh 0.740 2.274 0.799
C -0.310 -2.605 -2.162
O 2.111 3.973 1.551
H 0.370 -0.208 -0.853
H -3.957 -8.478 -0.661
H 6.560 0.015 -0.254
```

Summary:
LUMO (spin up / spin down)   1.894 / 1.894 eV
Energy above the lowest of the compared OMol25 structures with the same formula, charge and spin   19.7 kcal per mole
Net charge   -1
Spin multiplicity   2
E_tot   -3053.32624 a.u.

=====

No. 3
A structure of composition C24H21N6Pt in a non-equilibrium geometry, computed with ωB97M-V with the def2-TZVPD basis set.

Structure (XYZ):
```
52
C24H21N6Pt, DFT ωB97M-V with the def2-TZVPD basis set
C 0.963 2.408 -4.196
C -1.640 1.377 1.656
C -0.242 2.493 -4.874
H -3.570 3.868 0.330
Pt 0.092 0.110 -0.611
H 3.434 -3.742 -0.987
N 2.572 -5.098 0.310
H 1.986 1.682 -2.476
H -0.119 -2.076 4.426
C -2.750 2.198 1.384
H 0.517 2.976 -0.442
H -3.277 1.599 3.758
C -1.274 1.158 -3.163
H 4.250 -1.327 0.793
H 0.206 -0.513 1.287
H 2.631 -0.646 1.071
H 1.595 -0.958 -3.516
C -0.727 -0.520 3.107
C -2.687 3.269 0.517
N -0.653 -2.037 -0.358
C -2.599 0.765 3.858
N 0.320 -4.172 0.254
C 3.179 -1.515 0.711
C -1.481 3.597 -0.089
H 2.936 -2.388 1.315
C 2.806 -1.751 -0.705
H 2.713 -3.479 -3.402
C 1.508 -4.632 0.273
H -1.861 -1.634 6.117
H 1.848 2.893 -4.592
N 3.123 -2.868 -1.401
C -1.363 1.876 -4.347
C 2.063 -1.468 -2.698
C -0.108 -3.034 -0.084
H -3.456 0.252 5.744
C -0.521 1.536 0.793
C 2.630 -2.706 -2.666
H -1.380 4.494 -0.685
N 2.172 -0.887 -1.466
C 1.041 1.705 -3.005
C -0.419 2.724 0.043
C -0.836 -1.278 4.277
C -1.661 0.514 2.848
C -0.067 1.042 -2.474
C -2.694 0.013 5.012
H 0.757 -1.683 2.430
H -0.307 3.045 -5.803
H -2.313 1.947 -4.866
H -2.170 0.688 -2.776
H -3.697 1.988 1.861
N 0.335 -0.778 2.285
C -1.805 -1.029 5.223
```

Summary:
LUMO (spin up / spin down)   2.336 / 2.269 eV
Energy above the lowest of the compared OMol25 structures with the same formula, charge and spin   86.8 kcal per mole
Net charge   -1
E_tot   -1374.96827 a.u.

=====

No. 4
A structure of composition C24H22BF4HfN8O2, computed with ωB97M-V with the def2-TZVPD basis set.

Structure (XYZ):
```
62
C24H22BF4HfN8O2, DFT ωB97M-V with the def2-TZVPD basis set
N -0.434 -0.527 2.088
C -1.164 -1.541 -2.269
C -2.584 -3.398 1.205
C 0.025 3.384 -4.938
C -0.933 -0.831 4.380
H -2.896 -3.768 -2.162
H 2.716 -2.376 0.456
H -0.368 -1.343 -5.162
N -1.264 -1.809 0.016
C 2.859 -1.323 0.282
C -1.718 -2.320 1.161
C -0.859 -0.825 -4.345
H -1.676 -0.205 -4.710
H 0.594 1.794 1.545
C 0.099 -0.078 -3.394
F -3.107 3.294 0.840
H -0.163 3.815 5.972
H 5.629 1.065 -0.231
C 0.429 3.617 -2.583
N -0.370 -0.534 -2.042
F -2.731 3.016 -1.420
H -0.225 1.402 -5.687
N 3.751 0.508 -0.016
C 0.274 4.173 3.906
C -1.201 -1.557 2.303
H 0.690 4.217 1.798
C -3.003 -3.943 -0.006
N 1.885 -0.420 0.120
O -1.491 -1.882 3.514
H 0.325 5.265 -3.954
H -0.460 -1.326 5.222
H -1.773 -0.219 4.706
H 1.048 -0.489 3.566
C -2.567 -3.386 -1.204
H -0.333 1.389 5.730
N 2.483 0.767 -0.072
C 0.463 3.601 2.657
C 0.036 -0.087 3.443
B -2.351 3.036 -0.177
F -1.018 2.794 0.071
F -2.217 0.635 -0.007
C 0.344 2.239 -2.468
C -0.121 1.992 4.855
H -3.680 -4.787 -0.015
H 4.410 2.325 -0.490
H 0.618 4.233 -1.715
C 0.062 1.403 3.609
H 0.572 1.810 -1.480
C -0.017 3.368 4.998
C -1.700 -2.309 -1.139
C -0.053 2.005 -4.804
C 0.265 4.192 -3.835
H 0.355 5.244 4.031
C 0.352 2.226 2.533
Hf -0.323 0.276 0.029
N 4.699 1.440 -0.107
O -1.462 -1.850 -3.481
H -0.101 3.832 -5.915
C 0.104 1.415 -3.555
N 4.047 -0.755 0.191
H -2.925 -3.789 2.154
H 1.116 -0.464 -3.516
```

Summary:
LUMO   -10.272 eV
Energy above the lowest of the compared OMol25 structures with the same formula, charge and spin   16.1 kcal per mole
Net charge   +3
E_tot   -1987.97389 a.u.

=====

No. 5
A structure of composition C24H22BrInN6O2, computed with ωB97M-V with the def2-TZVPD basis set.

Structure (XYZ):
```
56
C24H22BrInN6O2, DFT ωB97M-V with the def2-TZVPD basis set
H -3.084 0.770 -4.118
In 0.175 0.514 -0.126
C 3.033 1.574 0.713
C -1.606 0.275 -2.649
H -2.246 -1.067 1.582
O 2.135 4.146 2.973
N 2.235 2.178 1.654
H 6.859 1.100 -1.197
C 0.956 -2.676 -0.222
H -3.769 0.959 0.843
C -1.290 -2.238 0.118
H 1.635 0.126 -3.065
H 1.021 0.744 -5.377
N -0.026 -1.793 0.028
H -2.224 2.698 4.976
C 3.211 -0.061 -0.907
C -1.603 -3.571 -0.072
N -0.313 0.095 -2.364
O 6.392 1.607 -0.522
H -2.632 -3.898 0.008
Br -0.072 2.939 -0.811
C -2.338 -1.230 0.512
H -3.034 -0.993 -1.764
H 1.963 -2.290 -0.241
N -0.723 0.827 1.979
H 4.805 2.703 1.146
C -1.803 2.159 4.136
H -3.504 2.479 2.855
H 0.008 1.582 5.166
C 0.255 0.614 -4.625
C 0.719 -4.019 -0.415
C -1.951 1.366 1.894
C -2.642 0.007 -1.577
C -0.049 0.900 3.143
C -2.514 2.049 2.954
H -3.338 -1.623 0.331
N 2.441 0.587 0.002
H -0.814 -5.523 -0.503
H 0.917 0.415 3.173
H -1.398 1.106 -5.912
C -0.588 -4.475 -0.348
C 5.123 1.242 -0.394
N -2.140 0.063 -0.184
C -2.028 0.632 -3.918
H 2.724 -0.837 -1.479
H 1.541 -4.694 -0.614
C 4.360 1.918 0.547
C 0.597 0.267 -3.339
C -1.088 0.809 -4.917
C 2.222 3.198 2.314
C -0.558 1.551 4.244
H -2.684 2.079 0.015
H -3.474 0.694 -1.709
H 5.082 -0.341 -1.880
C -2.723 1.166 0.604
C 4.524 0.219 -1.139
```

Summary:
LUMO   -5.424 eV
Net charge   +2
E_tot   -4170.57103 a.u.

=====

No. 6
A structure of composition C24H22Cl2N5O4S3Tl, computed with ωB97M-V with the def2-TZVPD basis set.

Structure (XYZ):
```
61
C24H22Cl2N5O4S3Tl, DFT ωB97M-V with the def2-TZVPD basis set
H 2.573 -3.768 -4.534
H 2.250 -4.357 -2.234
C -2.034 -3.646 1.846
H 3.447 -0.323 -4.233
C 0.494 4.778 -0.190
C 2.432 -2.942 -3.832
N -1.092 -1.473 2.053
H 4.731 -0.672 -0.692
Tl 0.393 0.221 0.561
C -1.951 -0.493 -1.848
C 1.706 -3.484 -2.608
C -1.559 0.844 -2.188
H 3.652 -2.854 -0.495
H 0.449 5.281 -1.146
H 2.871 -1.543 0.396
O 2.618 -0.734 2.451
C -2.523 -1.291 -2.848
H 1.644 5.015 2.981
N -0.974 1.614 -1.200
S 3.194 0.730 -1.712
C -0.667 -1.797 3.270
C -0.100 3.520 -0.072
O -3.142 -2.779 -0.526
H -0.108 -1.028 3.793
N -0.081 2.851 1.082
C -1.589 -3.981 3.110
O 4.677 -0.894 1.978
H 0.536 2.786 3.035
H -2.839 -2.290 -2.592
C 3.904 -0.916 -1.363
N -1.687 -0.949 -0.568
C -1.762 1.287 -3.501
H 1.599 6.308 0.836
C -2.262 -2.028 -0.055
H 4.323 -1.307 -2.293
H 1.129 -0.220 -2.477
H 3.413 -2.550 -3.569
C 1.149 4.627 2.100
C -1.762 -2.376 1.338
S 1.411 -2.368 -1.193
N 3.809 -0.630 2.827
C -0.781 2.922 -1.296
C 1.123 5.336 0.905
C -2.711 -0.820 -4.135
Cl -2.549 1.080 -6.085
Cl -3.440 -1.866 -5.327
H -1.776 -4.965 3.525
C 3.064 -1.938 -0.604
C 0.532 3.388 2.132
H 2.172 0.569 -5.070
H -0.529 -3.250 4.846
H -1.479 2.295 -3.759
O -1.072 3.721 -2.211
C -2.326 0.468 -4.463
H 1.413 1.414 -3.053
H 0.693 -3.786 -2.877
C 2.375 -0.126 -4.254
C -0.888 -3.036 3.848
C 1.869 0.430 -2.926
S 1.561 -1.664 -4.801
H -2.584 -4.340 1.226
```

Summary:
LUMO   4.219 eV
Energy above the lowest of the compared OMol25 structures with the same formula, charge and spin   20.8 kcal per mole
Net charge   -2
E_tot   -3789.98820 a.u.

=====

No. 7
A structure of composition C24H22Cl2N5O4S3Tl, computed with ωB97M-V with the def2-TZVPD basis set.

Structure (XYZ):
```
61
C24H22Cl2N5O4S3Tl, DFT ωB97M-V with the def2-TZVPD basis set
C 2.487 5.043 -2.196
H -3.528 -1.398 5.168
C -0.531 -1.999 2.768
H -1.322 5.420 -1.783
C 3.196 -1.263 -1.097
C -0.254 5.315 -1.881
C -3.870 -0.865 3.073
N 2.872 0.008 -1.319
C 4.404 -1.816 -1.483
Tl 0.964 1.389 0.109
C -4.174 0.044 -0.838
C 3.751 0.801 -1.932
H -0.106 -1.432 1.934
H -0.298 -0.404 4.135
H -4.249 2.158 -1.314
C -1.953 -0.787 -0.693
H 3.549 4.938 -2.344
H -5.208 -1.323 4.707
C -1.685 2.798 -1.543
O 0.167 -3.791 5.540
H 0.257 -2.554 3.278
H 4.617 -2.857 -1.277
C 4.993 0.328 -2.352
S -2.365 0.154 3.130
H -3.818 -1.552 2.234
N 2.271 2.653 -1.635
C -2.256 1.433 -1.179
S -4.360 -3.433 4.219
C 5.321 -0.995 -2.125
N -1.432 0.408 -0.964
S -1.682 -3.171 1.996
H 6.282 -1.385 -2.439
O 4.193 2.886 -2.932
C 1.735 3.919 -1.858
N 1.338 -3.343 5.636
H -3.679 -2.014 -0.386
N -0.382 2.916 -1.328
H -1.247 -1.591 -0.517
C -3.640 1.287 -1.122
C 0.323 4.059 -1.693
C -1.127 -1.011 3.767
C -4.219 -1.627 4.359
C -1.871 -4.430 3.278
H -2.811 -4.952 5.121
C 1.887 6.282 -2.366
O 1.505 -2.176 5.242
H -2.128 -3.353 5.133
H -5.247 -0.093 -0.779
H 5.655 1.023 -2.849
O -2.493 3.621 -2.008
C 3.399 2.261 -2.205
C -2.682 -4.054 4.512
C 0.521 6.417 -2.211
H -4.654 -0.135 2.859
H 2.453 -1.861 -0.579
Cl 2.894 7.648 -2.786
C -3.315 -1.024 -0.626
H -0.878 -4.726 3.620
Cl -0.270 7.960 -2.428
H -2.341 -5.274 2.769
H -1.531 -1.514 4.640
```

Summary:
LUMO   3.863 eV
Energy above the lowest of the compared OMol25 structures with the same formula, charge and spin   2.5 kcal per mole
Net charge   -2
E_tot   -3790.01726 a.u.

=====

No. 8
A structure of composition C24H22ClN4O3S4SbTa in a non-equilibrium geometry, computed with ωB97M-V with the def2-TZVPD basis set.

Structure (XYZ):
```
60
C24H22ClN4O3S4SbTa, DFT ωB97M-V with the def2-TZVPD basis set
C -17.753 14.505 6.357
H -17.794 15.574 6.546
C -19.148 7.180 -1.119
Cl -12.356 9.424 8.137
S -19.788 16.324 -1.620
N -14.792 9.053 -0.325
Ta -18.023 12.464 0.848
C -18.885 7.625 0.169
C -14.310 12.189 5.977
C -14.620 11.506 4.794
H -13.445 12.012 7.971
C -18.361 12.323 7.114
C -13.631 11.502 7.015
C -13.941 9.309 -1.511
C -17.393 13.932 5.157
H -14.906 11.777 2.648
O -17.978 10.406 5.774
C -19.143 9.883 -0.508
H -14.206 7.046 0.032
S -16.883 13.943 -0.653
H -17.079 14.651 4.370
C -16.840 12.008 3.593
H -13.122 8.555 -1.456
C -15.098 7.638 -0.070
N -17.854 10.519 2.135
H -18.710 6.952 0.974
H -14.510 9.263 -2.460
C -19.368 8.153 -2.107
C -18.851 8.962 0.520
H -13.438 10.291 -1.434
C -18.359 9.355 1.773
C -19.326 9.494 -1.834
N -16.176 10.996 0.308
H -13.232 8.501 5.665
H -15.028 13.213 3.634
C -15.264 12.157 3.619
C -17.425 12.589 4.918
S -19.838 13.838 1.378
N -17.355 10.652 3.345
H -18.717 11.632 7.878
H -19.257 6.138 -1.313
H -17.847 10.218 4.779
C -13.289 10.196 6.869
H -18.650 14.091 8.205
H -19.568 10.238 -2.605
C -17.911 11.734 5.917
O -19.012 11.178 -0.283
H -15.712 7.205 -0.897
H -18.270 8.598 2.580
Sb -18.519 15.641 0.108
C -15.652 9.992 -0.003
C -13.576 9.511 5.737
C -18.297 13.660 7.295
C -14.280 10.165 4.723
O -17.182 12.881 2.546
H -14.637 13.214 6.091
S -17.400 16.944 1.598
H -15.669 7.481 0.837
H -14.554 9.573 3.838
H -19.683 7.823 -3.068
```

Summary:
LUMO (spin up / spin down)   1.536 / 1.537 eV
Energy above the lowest of the compared OMol25 structures with the same formula, charge and spin   21.8 kcal per mole
Net charge   -1
E_tot   -3722.93994 a.u.